1.
Below is a structure of composition C29H52IN13O3ReSi4Te, with properties calculated with ωB97M-V with the def2-TZVPD basis set.

```
104
Properties=species:S:1:pos:R:3:forces:R:3
Re 11.386463 9.790876 12.474506 -1.83 3.56 -0.32
N 9.387520 11.905538 14.650505 -1.14 -0.08 0.48
C 10.533459 12.407749 14.188612 0.74 1.52 -1.45
N 10.814878 13.708527 14.347257 1.95 -1.33 -0.20
N 12.092977 13.826347 13.864998 -0.23 -3.60 -1.02
N 12.497696 12.619663 13.346772 -1.23 2.88 0.74
N 11.448759 11.742470 13.452350 0.73 0.10 1.14
C 8.941318 10.655002 14.357401 -0.44 1.15 1.02
N 7.775957 10.203192 14.787828 0.12 0.07 -0.60
N 7.699362 8.969185 14.264007 1.31 0.26 0.06
N 8.815470 8.735693 13.641288 -1.77 -3.60 -0.86
N 9.619853 9.753453 13.658561 0.60 0.77 0.12
H 8.766868 12.565571 15.103525 0.04 -0.34 -0.11
O 9.645253 5.898917 13.553100 -0.99 0.67 -0.22
C 10.757955 6.166986 12.735294 0.08 0.42 0.90
C 10.350014 6.945325 11.522559 -0.12 0.26 -1.40
C 9.461384 6.262678 10.682439 0.60 1.23 -0.27
C 9.215037 6.721568 9.413849 1.72 0.90 -0.89
C 9.997442 7.813179 8.903834 -1.19 -0.32 1.53
C 10.684897 8.570525 9.840629 0.06 -0.59 -0.31
N 10.838458 8.155818 11.145918 0.20 -0.10 -0.17
H 9.131591 6.761481 13.603347 0.68 -0.92 0.21
H 11.182302 5.206481 12.380441 -0.17 0.44 0.23
H 11.495203 6.693357 13.345785 0.15 -0.25 -0.51
H 9.045139 5.383196 11.082772 -0.62 -0.95 0.24
H 8.596873 6.194008 8.717965 -0.46 -0.28 -0.08
H 9.888295 8.132375 7.871992 0.15 0.02 0.22
H 11.153049 9.520948 9.546105 -0.26 -0.64 0.45
I 5.418122 14.484895 6.880879 0.55 -0.32 0.80
C 6.769412 13.716224 8.358122 0.37 -0.81 0.81
C 7.701635 14.578112 9.001152 -0.41 -0.37 -1.65
C 8.770601 13.992068 9.666401 -0.18 -0.03 1.35
C 8.732700 12.630266 10.049478 0.54 0.99 -1.08
C 7.735134 11.821640 9.550265 -0.98 0.77 -1.07
C 6.776533 12.319715 8.647730 0.07 1.84 -0.04
C 9.943854 12.109575 10.739694 2.45 -0.80 1.58
O 10.945031 12.857707 10.946616 -2.20 -1.51 -0.88
O 9.934523 10.817900 11.102162 0.14 1.60 -0.18
H 7.623265 15.652888 8.771717 0.37 -0.62 0.29
H 9.637795 14.551611 10.050629 -0.65 -0.04 -0.30
H 7.697066 10.793679 9.756791 0.15 -1.24 0.50
H 6.010533 11.709242 8.172294 0.36 -0.12 0.25
C 12.357702 8.580028 18.896090 -0.38 -0.59 -0.38
Si 13.138255 10.073503 17.971424 -0.38 0.26 0.58
C 14.104985 10.999701 19.331142 0.17 -0.63 -0.21
C 11.755501 11.283975 17.496748 -0.25 0.05 1.55
Si 14.498006 9.560756 16.035940 -0.11 -0.66 0.17
Te 12.763203 8.594412 14.253819 1.30 -0.22 1.40
Si 15.963085 7.651812 16.174750 -1.25 -0.87 -0.33
C 14.984911 5.947252 16.196803 1.17 0.14 0.60
C 17.125680 7.658042 14.694117 -1.32 -1.62 -1.09
C 17.072783 7.715411 17.679458 0.19 -0.14 0.30
Si 15.885976 11.277222 15.204705 -0.60 1.06 0.31
C 15.643556 11.244633 13.358457 -0.23 1.42 0.25
C 17.745713 11.277483 15.533479 -0.16 -2.38 0.43
C 15.245283 12.880888 15.971284 -0.74 0.81 0.51
H 12.987633 7.692846 19.046804 0.30 0.38 -0.08
H 11.449136 8.138829 18.433211 0.40 0.57 -0.03
H 12.051879 8.899984 19.902224 0.10 0.16 -0.21
H 14.751786 10.287343 19.831065 0.48 -0.23 -0.01
H 13.451381 11.318582 20.150360 -0.19 0.31 -0.41
H 14.727811 11.813667 18.953084 -0.20 0.07 0.13
H 10.987551 11.162581 18.344519 0.91 0.28 -1.24
H 11.278675 11.050163 16.556469 -0.21 0.07 -0.27
H 12.123174 12.339597 17.522332 -0.33 -0.82 -0.19
H 14.411705 5.683943 15.293457 0.20 0.30 0.39
H 14.373215 5.856116 17.096120 -0.46 0.32 -0.17
H 15.728479 5.140365 16.401288 -0.17 0.44 -0.55
H 16.677619 7.169312 13.773798 0.15 0.57 1.02
H 18.058688 7.122295 14.827110 0.31 0.20 0.35
H 17.251409 8.677382 14.452120 0.68 1.11 -0.50
H 16.568896 7.844334 18.654254 0.21 0.00 -0.47
H 17.942016 8.406559 17.601264 -0.66 -0.44 0.01
H 17.434845 6.675174 17.620870 0.31 0.27 0.39
H 15.312671 10.305689 13.030695 -0.02 -1.72 -0.56
H 16.614863 11.514666 12.948481 -0.10 0.06 -0.55
H 14.809122 11.895957 13.030098 0.64 0.15 0.30
H 18.158749 10.219345 15.428553 -0.26 1.43 0.00
H 17.995027 11.602495 16.548120 0.01 0.21 -0.30
H 18.153974 11.901439 14.754014 0.44 0.33 -0.04
H 14.228088 12.724592 16.384357 0.38 -0.02 -0.22
H 15.102677 13.756032 15.299462 0.33 -0.65 0.11
H 15.843273 13.238261 16.835577 -0.10 -0.31 -0.47
C 14.273921 8.646446 8.506561 -0.94 -0.12 1.75
N 14.190578 9.071807 9.976689 -0.18 1.85 -0.08
C 14.381545 8.022068 10.942994 -1.07 -1.17 -0.92
C 13.783749 10.400384 10.368073 -0.17 -1.90 -2.42
N 12.772417 10.628056 11.181631 0.51 0.85 -1.11
N 14.292389 11.400473 9.569128 0.35 -0.74 0.48
C 15.713428 11.385028 9.121807 -1.31 -0.13 -0.89
C 13.603643 12.675522 9.476680 0.44 0.75 -1.45
H 14.528945 7.553413 8.500291 0.25 1.19 0.07
H 15.007680 9.290265 8.025238 -0.25 -0.54 -0.51
H 13.266934 8.674985 8.012236 0.83 0.42 0.40
H 15.317374 7.556118 10.714797 0.79 -0.44 0.09
H 13.601981 7.229329 10.806473 0.37 0.45 0.31
H 14.376898 8.313399 11.972731 -0.05 0.55 0.33
H 12.415704 11.609320 10.963596 0.24 -0.93 1.22
H 16.033736 10.353179 9.015221 0.31 0.26 0.29
H 16.321570 11.931897 9.812987 0.45 0.21 0.50
H 15.786959 11.879590 8.126920 -0.15 -0.37 0.64
H 13.330327 13.134395 10.412608 -0.03 0.07 0.45
H 12.721189 12.611805 8.819165 0.04 -0.21 0.48
H 14.272973 13.370212 8.931332 -0.25 -0.32 0.51
```
Forces are in eV/Å.

As for the charge: 0. The value obtained for the energy is -105464.7219 eV. As for the spin multiplicity: 4. The calculation puts the lowest unoccupied orbital energy (spin up / spin down) at -0.5 / -1.7 eV. The calculation puts the HOMO energy (spin up / spin down) at -0.2803 / -0.2815 hartree. The maximum force is 4.10 eV Å⁻¹. Its expectation value of S² is 3.78.

Mulliken atomic charge list, values in e, 5 entries:
1. Re 0.03
2. N 0.12
3. C -0.40
4. N -0.47
5. N -0.71


2.
Below is a structure of composition C59H80F3Ge2N3PRbS, with properties calculated with ωB97M-V with the def2-TZVPD basis set.

```
150
Properties=species:S:1:pos:R:3:forces:R:3
Rb 0.228739 -0.394070 -1.036285 -0.07 -0.03 -0.29
C 2.600110 -4.702489 1.252600 0.00 -0.01 0.00
C 2.224499 -3.555811 0.315343 0.00 0.03 0.01
Ge 0.658248 -3.911153 -0.898407 0.00 -0.14 -0.01
C 1.540931 -4.632728 -2.578697 0.00 0.00 -0.01
C 2.592026 -5.711936 -2.321098 0.00 -0.01 0.01
C -0.258169 -5.530561 -0.202181 0.00 -0.02 0.01
C -1.338589 -5.308140 0.561691 0.00 0.00 0.00
Ge -1.633961 -3.325938 0.803392 0.09 0.02 0.06
C -3.515437 -3.006165 0.186357 0.01 -0.04 -0.04
C -4.606866 -3.831140 0.868609 0.00 0.01 -0.01
C -1.702402 -3.093849 2.823031 -0.03 0.02 0.01
C -0.440800 -3.650827 3.478854 0.00 -0.02 0.01
C -2.174816 -6.423917 1.057296 0.00 -0.01 0.01
C -2.605339 -7.432841 0.187939 0.00 0.00 0.00
C -3.398928 -8.480380 0.631961 0.00 0.00 0.00
C -3.786747 -8.552603 1.963387 0.00 0.00 0.00
C -3.373375 -7.556901 2.839906 0.00 0.01 0.00
C -2.588238 -6.505928 2.391288 0.00 0.01 0.00
H 3.431971 -4.438508 1.917524 0.00 0.00 0.00
H 2.893426 -5.595571 0.694176 0.00 0.00 0.00
H 1.751623 -4.988962 1.877909 0.00 0.00 0.00
H 3.076820 -3.278487 -0.314069 0.00 -0.01 0.00
H 1.990534 -2.662274 0.903405 0.00 -0.01 0.00
H 1.983212 -3.794444 -3.125090 0.00 0.00 0.01
H 0.736998 -5.021851 -3.210714 0.01 0.00 -0.01
H 3.407772 -5.327649 -1.703259 0.00 0.00 -0.01
H 3.039216 -6.098739 -3.245985 0.00 0.00 0.00
H 2.160883 -6.563377 -1.787024 0.00 0.00 0.00
H 0.026788 -6.563150 -0.441764 0.00 0.01 0.00
H -3.514110 -3.209831 -0.887792 0.01 0.04 -0.01
H -3.716261 -1.933636 0.272344 0.01 0.00 0.02
H -4.448050 -4.901333 0.719432 0.00 0.01 0.00
H -5.606007 -3.594141 0.480641 0.00 0.01 0.00
H -4.631998 -3.667335 1.949777 0.01 0.01 0.03
H -2.599978 -3.552092 3.258207 0.00 0.01 -0.01
H -1.775286 -2.016886 3.021266 0.01 -0.01 0.00
H -0.321762 -4.717338 3.267675 0.00 0.01 0.00
H -0.428441 -3.525947 4.568076 -0.01 0.00 0.00
H 0.450622 -3.159832 3.077925 0.00 0.00 -0.01
H -2.318479 -7.369862 -0.854856 0.00 0.00 0.00
H -3.723261 -9.241628 -0.068989 0.00 0.00 0.00
H -4.409680 -9.368056 2.311484 0.00 0.00 0.00
H -3.671110 -7.595167 3.881919 0.00 0.00 0.00
H -2.285690 -5.728724 3.080851 0.00 -0.01 0.00
C 2.387516 -0.061025 -3.866750 -0.07 0.03 0.01
C 1.232263 0.217147 -4.787783 0.00 -0.02 0.01
C 1.452567 0.584317 -6.136501 0.01 0.02 0.02
C 0.376025 0.842276 -6.928842 -0.02 -0.01 -0.01
C -0.933308 0.721311 -6.411950 0.00 0.03 0.00
C -2.071167 0.973644 -7.213212 0.00 0.01 0.00
C -3.311215 0.822327 -6.653360 0.00 0.00 0.00
C -3.461792 0.419670 -5.319703 0.00 0.00 0.01
C -2.387241 0.153708 -4.471170 0.04 0.03 -0.03
S -2.638132 -0.355603 -2.845225 -0.10 -0.03 0.02
C -1.067610 0.331626 -5.053232 0.00 -0.02 0.03
N 0.028855 0.108958 -4.279590 0.00 -0.01 0.03
H 3.345476 0.218504 -4.306590 -0.01 -0.01 -0.03
H 2.423135 -1.121774 -3.606668 0.01 0.00 -0.01
H 2.270389 0.492515 -2.934800 0.14 -0.03 0.07
H 2.465534 0.665965 -6.511511 0.00 0.00 -0.01
H 0.502539 1.139052 -7.965449 0.00 0.00 0.00
H -1.940497 1.277769 -8.245828 0.00 0.00 0.00
H -4.200343 1.008823 -7.247507 0.00 0.00 0.00
H -4.457277 0.290464 -4.911818 0.00 0.00 0.00
N -1.874537 0.228416 0.801080 -0.05 0.15 0.10
C -2.628432 0.648683 1.566502 -0.01 -0.06 -0.01
N -3.489512 1.153251 2.447303 0.01 0.05 -0.03
C -4.898666 1.152745 2.043021 -0.02 -0.02 -0.02
C -5.539356 -0.231503 2.236376 -0.01 0.01 0.01
C -4.819682 -1.004628 3.348755 0.01 -0.01 -0.01
C -4.337072 -0.049630 4.436173 0.01 -0.01 0.00
C -3.238209 0.856945 3.868095 -0.01 -0.01 0.01
H -4.950824 1.481759 1.006556 -0.01 0.01 0.00
H -5.399529 1.907962 2.652833 0.01 0.00 0.02
H -5.499224 -0.801304 1.306929 0.01 0.00 0.00
H -6.594764 -0.096070 2.490537 0.00 0.00 -0.02
H -3.955746 -1.526940 2.932546 -0.02 -0.03 -0.02
H -5.474186 -1.774116 3.760154 0.00 0.00 0.00
H -3.938049 -0.593130 5.294433 0.00 0.00 0.00
H -5.175968 0.552282 4.801625 0.00 0.00 0.00
H -2.268435 0.362393 3.930942 0.00 0.00 0.00
H -3.170474 1.797469 4.421368 -0.01 0.01 0.00
F 7.993470 5.435244 2.845349 -0.03 0.09 -0.01
C 8.279867 4.116272 2.704464 -0.03 -0.01 -0.01
F 8.524944 3.673394 3.958823 0.01 -0.05 0.10
F 9.455344 4.063259 2.046446 0.07 -0.01 -0.06
C 7.195329 3.355385 2.027689 -0.01 -0.01 -0.02
C 7.326874 2.929508 0.711368 -0.01 0.00 0.00
C 6.290874 2.255696 0.091128 0.00 0.01 0.00
C 5.086756 1.984740 0.763002 -0.04 0.07 -0.01
C 4.979108 2.426774 2.096607 0.00 -0.01 0.00
C 6.011677 3.099014 2.716192 0.00 0.00 0.01
C 4.008812 1.313445 0.130695 0.06 -0.13 0.07
C 3.046267 0.718036 -0.364912 0.03 0.04 -0.03
H 8.244008 3.124360 0.170986 0.00 0.00 0.00
H 6.392726 1.923486 -0.933414 0.00 0.00 0.00
H 4.058984 2.225226 2.629904 0.00 0.00 0.00
H 5.904467 3.426795 3.743460 0.00 0.00 0.00
C 2.963744 4.346334 -1.785848 -0.01 -0.02 0.00
C 1.542634 4.473999 -2.342441 -0.01 -0.01 0.00
C 1.248988 5.931188 -2.697708 0.01 0.00 0.01
C 1.456742 3.644280 -3.630927 -0.02 -0.02 -0.01
P 0.346667 3.601507 -1.172990 0.06 0.02 0.06
C -1.286077 4.140326 -1.833733 0.00 0.02 -0.01
C -1.837757 5.426454 -1.813187 -0.01 -0.03 0.00
C -3.094937 5.670718 -2.342695 0.01 0.00 0.00
C -3.827153 4.634724 -2.915906 0.00 0.00 -0.01
C -3.295393 3.356976 -2.951368 -0.02 0.00 0.01
C -2.036699 3.117397 -2.410547 0.01 0.01 0.01
C 0.446061 4.355345 0.560016 -0.04 0.00 0.03
C -0.866651 3.940955 1.239726 -0.02 -0.02 -0.01
C 0.648865 5.860912 0.730068 0.00 -0.01 -0.01
C 1.587762 3.637614 1.296029 -0.01 0.00 -0.02
H 3.681374 4.599950 -2.574496 -0.01 0.00 0.01
H 3.174742 3.328944 -1.445203 0.00 0.00 0.00
H 3.137935 5.031875 -0.954451 -0.01 0.01 0.04
H 2.022571 6.290070 -3.387054 0.00 0.00 0.01
H 1.254901 6.585891 -1.826413 0.00 0.01 0.03
H 0.286656 6.033696 -3.199778 0.00 0.00 -0.01
H 2.135325 4.064300 -4.381776 -0.01 0.00 0.00
H 0.446546 3.642508 -4.049435 0.01 0.00 0.00
H 1.745851 2.609803 -3.448347 0.00 0.01 0.00
H -1.284180 6.250923 -1.387618 0.02 0.02 0.03
H -3.504141 6.674542 -2.312658 0.00 0.00 0.00
H -4.808288 4.829740 -3.333753 0.00 0.00 0.01
H -3.839035 2.525317 -3.382636 0.01 -0.01 0.00
H -1.658635 2.100453 -2.428924 -0.01 0.00 0.00
H -1.732055 4.443798 0.805003 0.00 0.00 0.01
H -0.816436 4.195105 2.304413 0.01 -0.01 -0.01
H -1.024610 2.862488 1.156964 0.00 0.01 0.00
H -0.153386 6.452363 0.290958 -0.03 0.00 -0.03
H 1.597033 6.191300 0.305685 0.02 0.00 -0.02
H 0.675062 6.092484 1.801716 0.00 0.00 -0.01
H 1.567217 2.559869 1.134600 -0.01 0.03 0.01
H 1.499333 3.835692 2.371280 0.01 0.01 -0.01
H 2.568206 3.986005 0.972463 0.04 0.00 -0.04
C 3.038637 -1.043984 3.382019 0.01 0.01 0.00
C 1.863860 -0.090202 3.665124 0.00 0.01 -0.01
C 1.144765 -0.471661 4.957152 0.00 -0.01 0.01
C 0.939251 -0.060306 2.499731 0.05 -0.05 -0.03
H 3.766126 -1.013078 4.199368 0.00 0.00 0.00
H 3.538116 -0.767716 2.451691 0.00 0.00 0.00
H 2.680024 -2.071290 3.279112 0.00 0.00 0.00
H 2.293509 0.913713 3.784677 -0.01 0.01 0.01
H 0.677245 -1.453939 4.851602 0.01 0.02 0.00
H 0.361514 0.251200 5.199454 0.00 -0.01 -0.01
H 1.840029 -0.516773 5.799753 0.00 0.00 0.00
H 0.119841 -0.767070 2.423915 -0.02 0.04 0.04
H 1.285104 0.422562 1.593790 -0.03 -0.01 0.00
```
Forces are in eV/Å.

As for the charge: -2. The value obtained for the energy is -208913.1000 eV. The calculation puts the lowest unoccupied orbital energy (spin up / spin down) at 3.4 / 3.4 eV. The calculation puts the HOMO energy (spin up / spin down) at -0.0671 / -0.0160 hartree. The maximum force is 0.30 eV Å⁻¹.

Mulliken atomic charge list, values in e, 5 entries:
1. Rb 1.81
2. C -1.18
3. C 0.42
4. Ge -0.24
5. C -0.68


Energy relative to the best compared isomer or geometry (same formula, charge and spin): 28.28, 57.72 (kcal per mole)